[1]
{"formula": "C10H13ClN3", "method": "ωB97M-V with the def2-TZVPD basis set", "symbols": ["C", "C", "C", "C", "C", "C", "C", "C", "C", "C", "N", "N", "N", "Cl", "H", "H", "H", "H", "H", "H", "H", "H", "H", "H", "H", "H", "H"], "xyz": [[2.24515, 1.78730, 1.13056], [1.15635, 0.92205, 1.26220], [3.46150, 1.35831, 0.50985], [2.40078, -0.81513, 0.27243], [1.19448, -0.42028, 0.74339], [3.50147, 0.07300, 0.09153], [-1.24416, -0.62599, 1.11640], [-2.07781, -0.17104, 0.18818], [0.01295, -1.32412, 0.72479], [-1.30642, 1.07556, -1.62422], [-0.56837, -1.33987, -1.05802], [0.08870, -2.53545, 1.28837], [-1.57050, -0.25614, -1.17853], [4.88180, -0.57207, -0.71640], [2.06720, 2.71814, 1.66918], [0.31842, 1.37454, 1.72628], [4.26533, 2.08960, 0.60027], [2.70066, -1.79489, 0.00520], [-1.28061, -0.52201, 2.21692], [-3.03557, 0.26474, 0.31896], [-0.19182, 1.14084, -1.88491], [-1.73231, 1.11964, -2.62396], [-1.48986, 1.87678, -0.96024], [0.27986, -1.22581, -1.59358], [-0.74784, -3.07365, 1.33089], [0.96070, -3.09903, 1.34934], [-2.39080, -0.73396, -1.71418]], "charge": 1, "gap_ha": 0.3478, "fmax_ha_per_bohr": 0.1011, "homo_energy_ev": -12.3, "e_above_lowest_kcal_mol": 75.53, "e_lumo_ev": -2.860, "total_energy_ha": -1012.947061}



[2]
{"formula": "H14O7Tl", "method": "ωB97M-V with the def2-TZVPD basis set", "symbols": ["Tl", "O", "H", "H", "O", "H", "H", "O", "H", "H", "O", "H", "H", "O", "H", "H", "O", "H", "H", "O", "H", "H"], "xyz": [[-0.26771, -0.71177, -0.08085], [0.41725, -0.96921, -2.95606], [-0.02221, -1.63364, -3.48675], [1.15531, -0.68216, -3.49376], [-1.35857, 1.04794, -2.21605], [-0.84903, 1.78691, -2.54851], [-2.18265, 1.08693, -2.70146], [-0.44492, 2.05609, 0.90991], [-1.20173, 2.59514, 0.67992], [0.13966, 2.65104, 1.37951], [-2.09548, -2.63015, 1.21456], [-2.47478, -3.42200, 0.83334], [-2.32144, -2.67900, 2.14343], [1.91385, 1.01713, -1.14235], [2.80697, 0.89553, -0.82022], [2.02102, 1.45074, -1.98894], [-1.09137, -0.47330, 2.74367], [-1.38352, 0.28101, 3.25542], [-0.55336, -0.98138, 3.35082], [2.25110, -0.21075, 1.46200], [2.73495, -0.99362, 1.72509], [2.80664, 0.51853, 1.73726]], "charge": 3, "gap_ha": 0.1565, "fmax_ha_per_bohr": 0.0328, "homo_energy_ev": -23.0, "e_above_lowest_kcal_mol": 32.68, "e_lumo_ev": -18.712, "total_energy_ha": -706.181495}



[3]
{"formula": "C16H29N3P2V", "method": "ωB97M-V with the def2-TZVPD basis set", "symbols": ["V", "H", "H", "P", "P", "C", "H", "H", "H", "C", "H", "H", "H", "C", "H", "H", "H", "C", "H", "H", "H", "C", "H", "H", "H", "C", "H", "H", "H", "H", "H", "N", "C", "C", "C", "C", "C", "C", "C", "N", "C", "C", "N", "C", "H", "H", "H", "H", "H", "H", "H"], "xyz": [[-0.08937, -0.11752, -1.74437], [1.59003, 0.21309, -2.15145], [1.56519, -0.62591, -1.99430], [0.07593, 2.09326, -2.30784], [-0.02582, -2.29941, -2.58248], [-1.27290, -3.30407, -1.70967], [-1.20143, -4.34716, -2.03811], [-1.11798, -3.24568, -0.62675], [-2.27062, -2.91504, -1.93410], [-0.36890, -2.72463, -4.32777], [0.41720, -2.29794, -4.96206], [-0.39709, -3.81562, -4.45452], [-1.33354, -2.29333, -4.62134], [1.50116, -3.25328, -2.28433], [1.81221, -3.19990, -1.23650], [1.33220, -4.30225, -2.55719], [2.30400, -2.83570, -2.89800], [-0.41102, 2.63517, -3.98892], [-0.33313, 3.72606, -4.08228], [0.24750, 2.15328, -4.72209], [-1.44435, 2.32167, -4.18639], [-1.00295, 3.15142, -1.27745], [-0.71992, 3.04230, -0.22168], [-0.90208, 4.20270, -1.57935], [-2.04754, 2.83564, -1.39466], [1.67777, 2.95222, -2.12665], [2.41833, 2.47658, -2.78005], [1.56943, 4.01098, -2.39728], [2.01870, 2.87030, -1.08699], [0.13322, -0.13104, -3.41868], [-0.74479, -0.10826, -3.29185], [-0.46802, 2.06973, 8.94501], [-0.42239, 1.67525, 7.84330], [-0.35192, 1.17760, 6.49134], [-1.19269, 1.69084, 5.49485], [-1.11209, 1.20272, 4.18582], [-0.21862, 0.15944, 3.90894], [0.61294, -0.37418, 4.90000], [0.56565, 0.16387, 6.18658], [-0.14527, -0.36830, 2.60952], [0.43831, -1.58827, 2.25654], [0.43647, -1.64557, 0.89964], [-0.11726, -0.46260, 0.40998], [-0.50742, 0.26137, 1.44220], [-1.91429, 2.47088, 5.74555], [-1.75680, 1.59495, 3.40170], [1.31176, -1.18529, 4.68099], [1.24260, -0.22248, 6.95296], [0.85294, -2.27846, 2.96035], [0.76448, -2.44325, 0.24946], [-0.99781, 1.23383, 1.42035]], "s_squared": 0.7951, "charge": 2, "gap_ha": [0.2402, 0.2387], "spin_multiplicity": 2, "fmax_ha_per_bohr": 0.0741, "homo_energy_ev": [-14.2, -14.2], "e_lumo_ev": [-7.658, -7.691], "total_energy_ha": -2417.388706}